ORCA calculation (the ωB97M-V functional and the def2-TZVPD basis) on a cluster of 2 separate species, CH3N2S in total in a non-equilibrium geometry.

Element x y z (Å)
C (0.231, 0.511, 1.147)
N (-0.924, 0.489, 1.698)
N (0.545, 0.026, -0.853)
S (0.570, 1.273, 2.535)
H (-1.801, 0.747, 1.185)
H (0.546, -0.912, -0.448)
H (1.491, 0.275, -1.198)

The energy relative to the best compared isomer or geometry (same formula, charge and spin) comes out at 420.5 kJ/mol. Its HOMO-LUMO gap is 8.39 eV. The calculation puts the total energy at -14887.376 eV. The calculation puts the LUMO energy at -7.4 eV. The charge is +1.